ORCA calculation (ωB97M-V with the def2-TZVPD basis set) on C15H26N2O5Si in the gas phase at a distorted geometry.

## Properties
M   342.468 g/mol
Largest force on an atom   3.1 eV Å⁻¹
Total energy   -37073.835 eV

Positions of all 49 atoms, in Å:
C  -2.541  -0.362  1.991
C  -1.214  -1.174  2.091
C  0.036  -0.291  2.361
C  -1.361  -2.183  3.274
Si  -1.012  -2.331  0.502
C  -2.249  -3.744  0.576
C  0.645  -3.242  0.441
O  -1.127  -1.605  -1.045
C  -0.446  -0.354  -1.194
C  1.089  -0.503  -1.167
C  1.519  0.651  -2.033
N  1.758  1.921  -1.289
C  1.975  2.948  -2.169
C  2.522  4.124  -1.813
C  3.063  4.286  -0.475
O  3.611  5.355  -0.192
N  2.830  3.246  0.380
C  2.193  2.026  0.048
O  1.989  1.147  0.863
O  0.546  0.830  -3.057
C  -0.748  0.355  -2.548
C  -1.677  1.533  -2.356
O  -1.190  2.371  -1.338
H  -2.446  0.476  1.331
H  -3.357  -0.987  1.615
H  -2.856  0.024  2.977
H  0.975  -0.828  2.345
H  0.012  0.102  3.375
H  0.062  0.608  1.746
H  -1.152  -1.693  4.227
H  -2.346  -2.657  3.333
H  -0.612  -2.962  3.191
H  -1.960  -4.469  1.327
H  -2.237  -4.278  -0.372
H  -3.306  -3.431  0.732
H  1.161  -3.072  -0.485
H  0.538  -4.307  0.586
H  1.237  -2.814  1.224
H  -0.825  0.283  -0.362
H  1.350  -1.460  -1.584
H  1.536  -0.494  -0.172
H  2.406  0.434  -2.634
H  1.686  2.841  -3.204
H  2.637  4.955  -2.482
H  3.073  3.390  1.360
H  -1.143  -0.369  -3.290
H  -2.677  1.204  -2.064
H  -1.757  2.146  -3.235
H  -0.210  2.356  -1.333